Record 1
Computed, not measured: 6 unconnected molecules or ions with the total composition C6H16BrCl6N2O3, with ωB97M-V/def2-TZVPD.

net charge: -1
frontier orbital gap: 6.9 eV

Positions of all 34 atoms, in Å:
N: -0.48691 -0.57937 1.29180
H: -0.45240 -0.36474 0.29154
H: -1.46087 -0.93023 1.41826
H: -0.33038 0.24400 1.85935
H: 0.15595 -1.38402 1.44948
N: -3.44862 -2.95995 1.51298
O: -4.20891 -3.40322 0.60897
O: -3.09196 -1.76296 1.53882
O: -3.08739 -3.78334 2.37490
Br: 1.55274 -3.33828 1.47324
Cl: -4.86118 1.22025 0.15475
C: -4.90390 -0.19017 -0.94797
C: -3.96302 0.10127 -2.11151
Cl: -2.28836 0.17792 -1.51769
H: -5.94740 -0.27090 -1.24022
H: -4.59291 -1.03933 -0.33982
H: -4.21634 1.03505 -2.60184
H: -4.00060 -0.74193 -2.79868
Cl: 4.23282 -0.34072 0.02377
C: 3.73329 -0.72380 -1.64483
C: 2.35854 -1.36734 -1.68240
Cl: 1.09406 -0.21154 -1.25341
H: 4.46551 -1.43948 -2.01354
H: 3.75363 0.16228 -2.27673
H: 2.33777 -2.26654 -1.06269
H: 2.22800 -1.73626 -2.70248
Cl: 2.00919 1.83537 2.30411
C: 3.39928 2.90959 1.95059
C: 3.11133 3.73807 0.72590
Cl: 2.96107 2.76183 -0.73601
H: 4.24653 2.24553 1.80008
H: 3.60614 3.54513 2.80884
H: 3.87505 4.49665 0.53619
H: 2.22022 4.36118 0.80627

Atom-resolved charges from Mulliken, all expressed in e: 0.09 0.05 0.40 0.30 0.04 0.96 -0.64 -0.74 -0.65 -0.83 -0.22 -0.13 -0.52 -0.09 0.32 0.05 0.35 0.27 -0.16 -0.54 -0.31 -0.12 0.37 0.27 0.17 0.27 -0.13 -0.45 -0.53 -0.11 0.26 0.34 0.30 0.34



Record 2
Computed, not measured: 3 unconnected molecules or ions with the total composition C6H16BrN2O2, with ωB97M-V/def2-TZVPD.

net charge: +1
frontier orbital gap: 9.1 eV

Positions of all 27 atoms, in Å:
Br: 0.06981 -0.24601 1.65210
C: 2.18246 -3.27356 1.20599
C: 1.92211 -3.28673 -0.25408
O: 2.21053 -4.09968 -1.05820
N: 1.07951 -2.10240 -0.74635
H: 0.88490 -1.46540 0.07144
H: 1.62353 -1.56979 -1.42629
C: -0.22525 -2.54191 -1.28584
H: 2.54060 -4.26425 1.47635
H: 1.28113 -3.06334 1.78644
H: 2.91003 -2.50761 1.47908
H: -0.72616 -3.11965 -0.51166
H: -0.09171 -3.10979 -2.19770
H: -0.84064 -1.65569 -1.42134
C: -0.65718 3.60930 1.42386
C: -1.90780 3.25942 0.68996
O: -2.93276 3.84506 0.66513
N: -1.81186 2.09182 -0.30665
H: -1.75790 1.20726 0.22675
H: -2.72759 2.11339 -0.76553
C: -0.67610 2.23759 -1.24583
H: -0.93453 4.00665 2.39824
H: -0.13186 4.35456 0.82895
H: -0.06271 2.71874 1.64749
H: -0.78385 3.18690 -1.76389
H: -0.65107 1.41023 -1.94360
H: 0.21435 2.26488 -0.62481

Atom-resolved charges from Mulliken, all expressed in e: -0.69 -1.02 0.58 -0.44 0.21 -0.13 0.36 -0.71 0.33 0.34 0.35 0.36 0.39 0.23 -0.95 0.56 -0.41 -0.09 0.20 0.38 -0.83 0.34 0.32 0.27 0.37 0.32 0.38



Record 3
Computed, not measured: a molecular structure, C6H16ClEuIN2O2P, with ωB97M-V/def2-TZVPD.

net charge: +2
spin multiplicity: 7
frontier orbital gap (alpha / beta): 4.8 / 7.7 eV

Positions of all 30 atoms, in Å:
C: -1.71614 -2.42544 1.11807
I: -0.15069 -2.94928 -1.05897
H: -0.96461 -1.76377 1.57517
H: -1.43185 -3.47895 1.26225
H: -2.66539 -2.25536 1.64540
Eu: 1.31716 1.53473 0.61647
P: -0.81745 1.30291 -1.30823
C: -1.50172 0.54198 -2.80373
C: -2.24787 2.29576 -0.74158
H: 0.41052 3.44086 -1.16525
H: -0.38454 3.14771 -2.75283
H: 1.15944 2.31490 -2.36161
C: 0.20501 2.68663 -1.95154
H: -1.93139 2.90351 0.12376
H: -2.58050 2.93477 -1.57615
H: -1.76164 1.32864 -3.52857
H: -2.39638 -0.04334 -2.54861
H: -3.04500 1.59413 -0.44412
H: -0.77616 -0.15191 -3.25102
C: -1.96207 -2.15563 -0.30419
O: -2.88378 -1.67221 -0.90477
Cl: 0.24066 3.45658 1.86796
N: 2.77574 -2.43512 1.64867
C: 2.98781 -1.19239 2.12887
N: 3.95779 -1.02629 3.05805
O: 2.31064 -0.19718 1.73212
H: 3.30396 -3.20412 2.04694
H: 2.03292 -2.59732 0.96951
H: 4.06114 -0.11100 3.47306
H: 4.45441 -1.82382 3.43488

Atom-resolved charges from Mulliken, all expressed in e: -1.06 -0.01 0.24 0.46 0.34 1.53 0.53 -1.05 -1.03 0.54 0.38 0.45 -1.42 0.31 0.41 0.39 0.37 0.36 0.36 0.58 -0.45 -0.41 -0.28 0.74 -0.38 -0.62 0.20 0.08 0.23 0.21



Record 4
Computed, not measured: a molecular structure, C6H16CsO2, with ωB97M-V/def2-TZVPD.

net charge: 0
spin multiplicity: 2
frontier orbital gap (alpha / beta): 2.9 / 11.1 eV

Positions of all 25 atoms, in Å:
Cs: -5.62312 10.80060 13.04078
C: -3.00688 15.08166 12.55929
C: -3.07895 13.93003 13.45336
C: -4.08335 14.24049 14.58367
O: -3.67590 12.88406 12.68909
H: -2.09034 15.64057 12.74820
H: -3.77353 15.84746 12.67717
H: -2.79482 14.75700 11.54060
H: -2.11343 13.57856 13.81714
H: -5.12684 14.34014 14.28482
H: -3.76663 15.17856 15.03953
H: -3.94190 13.46539 15.33688
H: -3.03634 12.66957 12.00604
C: -5.91478 7.53507 16.85847
C: -6.26658 8.25912 15.61007
C: -7.69893 8.49610 15.29339
O: -5.65992 9.48533 15.67291
H: -6.14874 6.48243 16.69934
H: -6.57956 7.92056 17.63150
H: -4.91803 7.76330 17.23597
H: -5.77396 7.68989 14.82178
H: -8.02085 9.50261 15.02618
H: -8.34171 8.20807 16.12524
H: -8.09131 7.92369 14.45286
H: -5.79727 9.79124 16.57243

Atom-resolved charges from Mulliken, all expressed in e: 0.23 -1.17 0.46 -1.35 -0.58 0.38 0.28 0.32 0.25 0.31 0.40 0.29 0.24 -1.57 0.56 -1.06 -0.49 0.38 0.40 0.36 0.23 0.23 0.37 0.27 0.26



Record 5
Computed, not measured: a molecular structure, C6H16F6FeN8O10S2, with ωB97M-V/def2-TZVPD.

net charge: 0
spin multiplicity: 9
frontier orbital gap (alpha / beta): 3.2 / 5.8 eV

Positions of all 49 atoms, in Å:
Fe: 10.85699 -39.19755 -20.35281
C: 8.60226 -35.70501 -20.10729
F: 7.84700 -36.38547 -19.24909
F: 7.96605 -34.57695 -20.42900
F: 9.75576 -35.37949 -19.52247
S: 8.91373 -36.64244 -21.67119
O: 9.64809 -35.72912 -22.48187
O: 9.71543 -37.79810 -21.16615
O: 7.64195 -37.10065 -22.16247
C: 14.28790 -38.68658 -23.23061
F: 13.57688 -39.08136 -24.26885
F: 14.80043 -39.76605 -22.61176
F: 15.31236 -37.92686 -23.63261
S: 13.31701 -37.71716 -22.00847
O: 12.45019 -38.80745 -21.49064
O: 14.28572 -37.23657 -21.05932
O: 12.62598 -36.70482 -22.73698
C: 8.12127 -39.50011 -18.55352
O: 9.37320 -39.51263 -19.06200
N: 7.89111 -38.66927 -17.43487
N: 7.02418 -40.14279 -19.16751
H: 6.98313 -38.53015 -17.02210
H: 8.73838 -38.36239 -16.96964
H: 7.27277 -40.87758 -19.80518
H: 6.23673 -39.54664 -19.40622
C: 12.30579 -41.82064 -19.46383
O: 11.94190 -40.60774 -19.48339
N: 11.40524 -42.78025 -19.12624
N: 13.51320 -42.18004 -19.96931
H: 10.46360 -42.43221 -18.94780
H: 11.64277 -43.75909 -19.07592
H: 14.03176 -41.55160 -20.56211
H: 13.67229 -43.17274 -20.04932
C: 12.29113 -37.20178 -18.14142
O: 11.53337 -37.82003 -18.90230
N: 12.12681 -37.28007 -16.78962
N: 13.27887 -36.40217 -18.59394
H: 11.34119 -37.82573 -16.49455
H: 12.84764 -36.93819 -16.18513
H: 13.39268 -36.28177 -19.59299
H: 13.63483 -35.62921 -18.05838
C: 9.08455 -40.87193 -22.21221
O: 10.16539 -40.44805 -21.72139
N: 8.77864 -42.19000 -22.18936
N: 8.14876 -40.02767 -22.70296
H: 7.84896 -42.47347 -22.44413
H: 9.53260 -42.84985 -22.05823
H: 7.47987 -40.29949 -23.40075
H: 8.23855 -39.02667 -22.56959

Atom-resolved charges from Mulliken, all expressed in e: 1.68 0.60 -0.19 -0.23 -0.22 1.06 -0.64 -0.15 -0.85 0.51 -0.21 -0.24 -0.21 1.06 -0.59 -0.84 -0.66 -2.06 0.74 -0.02 0.06 0.23 0.16 0.26 0.35 -0.04 0.45 -0.46 -0.45 0.16 0.23 0.20 0.20 0.25 -0.25 -0.39 -0.28 0.20 0.18 0.21 0.21 -2.29 1.24 -0.40 0.34 0.49 0.32 0.23 0.00



Record 6
Computed, not measured: a gas-phase ion, C6H16N (charge +1), with ωB97M-V/def2-TZVPD.

net charge: +1
frontier orbital gap: 10.9 eV

Positions of all 23 atoms, in Å:
C: -1.66406 -1.32763 0.60918
C: -1.20444 -0.68514 -0.71770
C: -0.30096 -1.59230 -1.49604
C: -0.57571 0.70016 -0.37905
C: 0.75160 0.49574 0.44945
C: 0.61305 1.29213 1.75401
N: 1.97380 1.30030 -0.32893
H: -2.79899 -1.64595 0.49535
H: -1.37813 -0.74377 1.40395
H: -1.38327 -2.38762 0.69379
H: -2.10843 -0.33861 -1.25976
H: 0.26411 -2.40280 -0.94147
H: -0.88576 -2.13966 -2.19957
H: 0.50058 -1.04626 -2.13093
H: -0.36719 1.12003 -1.29363
H: -1.19370 1.41894 0.22555
H: 1.19212 -0.43858 0.45903
H: 0.24543 2.32372 1.52842
H: -0.11910 0.75985 2.44483
H: 1.62561 1.24175 2.35066
H: 1.58692 2.07110 -0.94428
H: 2.82866 1.55314 0.17920
H: 2.39785 0.47145 -0.90203

Atom-resolved charges from Mulliken, all expressed in e: -1.22 0.67 -1.44 -1.42 0.05 -1.25 -0.43 0.32 0.25 0.33 0.45 0.33 0.42 0.23 0.56 0.42 0.49 0.41 0.30 0.40 0.36 0.36 0.39



Record 7
Computed, not measured: 2 unconnected molecules or ions with the total composition C6H16N, with ωB97M-V/def2-TZVPD.

net charge: +1
frontier orbital gap: 6.7 eV

Positions of all 23 atoms, in Å:
C: -1.55748 1.62884 1.65869
C: -2.01786 1.00991 0.32857
C: -1.04746 -0.01674 -0.11472
C: -0.86355 -0.36530 -1.53891
C: 0.61434 -0.15554 -2.05580
C: 1.57468 -0.95923 -1.17191
N: 1.87012 -0.13820 0.01091
H: -2.28031 2.33817 2.05618
H: -1.43390 0.85765 2.42312
H: -0.60354 2.14486 1.55228
H: -2.12391 1.74974 -0.46324
H: -2.98338 0.50544 0.47060
H: 0.96790 -0.05218 0.50719
H: -1.09461 -0.92513 0.49791
H: -1.13451 -1.42294 -1.61771
H: -1.48064 0.23396 -2.20725
H: 0.76611 -0.43309 -3.09724
H: 0.72152 0.92431 -1.96633
H: 2.52597 -1.14787 -1.67791
H: 1.11501 -1.94708 -1.03460
H: 3.11810 -1.70872 3.08442
H: 2.82923 -1.49638 3.73555
H: 2.51815 -0.62446 0.62019

Atom-resolved charges from Mulliken, all expressed in e: -1.30 -0.25 -0.18 -0.60 -0.66 -0.46 -0.52 0.38 0.36 0.38 0.37 0.30 0.20 0.52 0.35 0.41 0.36 0.39 0.44 0.28 -0.09 0.09 0.25



Record 8
Computed, not measured: C6H16N2 in the gas phase, with ωB97M-V/def2-TZVPD.

net charge: 0
frontier orbital gap: 10.0 eV

Positions of all 24 atoms, in Å:
C: 1.01715 1.06467 0.68621
C: -0.41859 0.56285 0.57579
C: -1.23252 1.45211 -0.36278
C: -1.08688 0.65285 2.03909
C: -0.51938 -0.90050 0.18194
C: 0.37626 -1.41018 -1.05435
N: 0.25975 -0.59490 -2.23774
N: 1.77265 -1.52720 -0.64741
H: 1.02500 2.07536 1.09116
H: 1.50849 1.07979 -0.28150
H: 1.59893 0.42471 1.34388
H: -0.89287 1.36117 -1.38926
H: -2.28458 1.17626 -0.32781
H: -1.14143 2.49555 -0.06567
H: -0.47088 0.13230 2.76904
H: -2.08624 0.22357 2.03825
H: -1.16226 1.69922 2.32593
H: -0.23744 -1.53115 1.02751
H: -1.55183 -1.12375 -0.08784
H: -0.06152 -2.39424 -1.31288
H: 0.83143 0.23606 -2.13593
H: 0.58856 -1.09481 -3.05694
H: 2.31044 -2.03131 -1.34693
H: 1.85777 -2.02845 0.22823

Atom-resolved charges from Mulliken, all expressed in e: -1.75 1.96 -1.60 -1.77 -1.25 -0.08 -0.60 -0.58 0.49 0.33 0.33 0.32 0.39 0.41 0.42 0.39 0.43 0.37 0.42 0.45 0.22 0.28 0.23 0.19



The relative energy (zero: lowest compared OMol25 entry of this formula, charge and spin) results, record by record, are as follows: 0.0, 0.0, 0.0, 6.1, 0.0, 45.3, 99.7, 4.4 kcal per mole.